#1
DFT (ωB97M-V with the def2-TZVPD basis set) results for one molecule with the formula C8H15NO.

Each line ends with the Mulliken charge.
Element x y z (Å)
C1 -0.6217 -1.7970 0.8002  0.086
C2 -0.5022 -1.6739 -0.6838  0.931
C3 0.5606 -2.3102 -1.4936  -1.315
C4 -1.7419 -1.1398 -1.4540  -1.157
C5 1.4355 0.7356 1.7829  -1.720
C6 0.5264 1.4460 -0.5320  -1.554
C7 -0.9593 1.1978 1.4423  -1.786
C8 0.3459 0.6614 0.8335  1.668
N1 0.1335 -0.7543 0.5619  -0.101
O1 -1.1756 -2.3553 1.6866  -0.641
H1 0.7131 -1.6949 -2.4813  0.280
H2 0.0888 -3.2759 -1.9128  0.358
H3 1.5613 -2.4923 -0.9460  0.347
H4 -2.6425 -0.9766 -0.8197  0.325
H5 -1.8237 -1.9570 -2.1776  0.385
H6 -1.6138 -0.1593 -1.8756  0.229
H7 1.3091 0.1519 2.7148  0.368
H8 2.3763 0.5636 1.3211  0.391
H9 1.4128 1.7609 2.0545  0.451
H10 0.4758 2.4682 -0.2979  0.480
H11 -0.2005 1.2104 -1.3059  0.216
H12 1.5012 1.2496 -0.8801  0.426
H13 -1.8103 1.1704 0.8349  0.411
H14 -1.1627 0.4074 2.1911  0.431
H15 -0.9329 2.0879 1.9033  0.490

The total charge is 0. The HOMO-LUMO gap comes out at 9.80 eV. For the LUMO energy, the calculation gives 0.716 eV.

***

#2
DFT (ωB97M-V with the def2-TZVPD basis set) results for C8H15NO as an isolated structure.

Each line ends with the Mulliken charge.
Element x y z (Å)
N1 3.3038 -0.6879 -0.5667  -0.578
C1 2.4231 0.1637 -0.0545  0.038
C2 0.9278 0.0847 -0.2169  0.619
C3 0.3260 -1.0585 0.6251  -0.759
C4 -0.9633 -1.6675 0.0652  -0.681
C5 -1.9847 -0.6817 -0.5170  -0.612
C6 -2.1203 0.6558 0.2198  -0.654
C7 -1.0958 1.7056 -0.2212  -0.689
C8 0.3558 1.4581 0.1850  -1.051
H1 0.7350 -0.1039 -1.2844  0.372
H2 1.0637 -1.8663 0.7404  0.401
H3 0.1514 -0.6806 1.6436  0.299
H4 -0.7062 -2.3994 -0.7166  0.308
H5 -1.4354 -2.2445 0.8758  0.330
H6 -1.7286 -0.4664 -1.5674  0.301
H7 -2.9621 -1.1857 -0.5510  0.363
H8 -3.1224 1.0652 0.0226  0.334
H9 -2.0631 0.5015 1.3107  0.311
H10 -1.1509 1.7968 -1.3192  0.316
H11 -1.3899 2.6881 0.1799  0.336
H12 0.4619 1.5637 1.2761  0.324
H13 0.9740 2.2577 -0.2530  0.363
O1 2.9261 0.4998 1.0835  -0.700
H14 3.0738 -1.0066 -1.5017  0.203
H15 4.0003 -0.3915 0.5419  0.505

The total charge is 0. The HOMO-LUMO gap comes out at 10.41 eV. For the LUMO energy, the calculation gives 0.815 eV.

***

Relative energies, unit kcal/mol: #1 19.6; #2 0.0

***

#1
DFT (ωB97M-V with the def2-TZVPD basis set) results for a 2-piece molecular cluster, CH6N2O overall.

Each line ends with the Mulliken charge.
Element x y z (Å)
C1 1.4223 -0.5368 -0.0452  -0.544
N1 -1.5045 0.6494 -0.0156  -0.242
N2 -1.4273 -0.7225 -0.0883  -0.457
O1 1.0851 0.7128 -0.0247  -0.489
H1 1.5493 -1.0165 0.8589  0.347
H2 1.3750 -1.1609 -0.9313  0.315
H3 -1.4865 1.1007 0.9832  0.244
H4 -0.7313 1.1005 -0.6421  0.281
H5 -1.4011 -1.2669 0.8009  0.195
H6 1.1190 1.1402 -0.8958  0.352

The total charge is 0. The HOMO-LUMO gap (spin up / spin down) comes out at 7.69 / 8.53 eV. For the LUMO energy (spin up / spin down), the calculation gives 0.598 / 0.624 eV.

***

#2
DFT (ωB97M-V with the def2-TZVPD basis set) results for a 2-piece molecular cluster, CH6N2O overall.

Each line ends with the Mulliken charge.
Element x y z (Å)
N1 -0.3558 0.6486 0.5440  -0.340
O1 -1.4773 -0.0994 1.1901  -0.405
H1 -1.0187 -0.8962 1.5054  0.378
H2 -0.8549 1.1882 -0.1717  0.353
H3 1.6133 0.9264 0.2611  0.088
C1 0.4233 -0.7854 -1.1536  -0.410
N2 0.6963 -0.2861 0.0161  -0.532
H4 0.2132 1.2943 1.1427  0.394
H5 0.8276 -1.7618 -1.3809  0.265
H6 -0.0670 -0.2287 -1.9532  0.211

The total charge is 0. The HOMO-LUMO gap comes out at 7.42 eV. For the LUMO energy, the calculation gives 0.694 eV.

***

#3
DFT (ωB97M-V with the def2-TZVPD basis set) results for one molecule with the formula CH6N2O.

Each line ends with the Mulliken charge.
Element x y z (Å)
C1 1.2409 -0.2551 -0.1785  -0.458
N1 -1.8595 0.0143 -0.2972  -0.294
N2 0.4617 0.7195 0.5898  -0.331
O1 -1.0426 0.0606 0.7543  -0.289
H1 1.6079 -0.9596 0.6314  0.242
H2 0.5466 -0.8274 -0.8358  0.165
H3 2.0338 0.3732 -0.6960  0.211
H4 -1.6101 -0.7025 -0.9930  0.247
H5 -2.0953 0.9562 -0.4781  0.243
H6 0.7166 0.6209 1.5031  0.265

The total charge is 0. The HOMO-LUMO gap comes out at 10.12 eV. For the LUMO energy, the calculation gives 1.151 eV.

***

#4
DFT (ωB97M-V with the def2-TZVPD basis set) results for a 2-piece molecular cluster, CH6N2O overall.

Each line ends with the Mulliken charge.
Element x y z (Å)
C1 1.6594 -1.1632 -0.4370  -0.358
N1 0.8988 -0.3110 0.1442  0.182
N2 -1.6612 0.8560 0.1344  -0.732
O1 1.0873 0.6878 0.8932  -0.609
H1 2.7146 -0.9821 -0.8199  0.261
H2 1.0703 -1.9794 -0.9471  0.199
H3 -0.1104 -0.7226 0.1527  0.326
H4 -1.1757 1.3277 0.8317  0.254
H5 -2.6893 0.7038 0.5902  0.258
H6 -1.7939 1.5830 -0.5422  0.219

The total charge is 0. The HOMO-LUMO gap (spin up / spin down) comes out at 10.02 / 10.02 eV. For the LUMO energy (spin up / spin down), the calculation gives 1.018 / 1.018 eV.

***

Relative energies, unit kcal/mol: #1 48.9; #2 102.4; #3 33.3; #4 0.0

***

#1
DFT (ωB97M-V with the def2-TZVPD basis set) results for one molecule with the formula C5H3NO.

Each line ends with the Mulliken charge.
Element x y z (Å)
O1 -0.1339 1.0964 1.0249  -0.417
C1 -0.5922 0.5519 0.0549  0.585
C2 -0.0014 -0.7156 -0.5902  -0.404
C3 1.3065 -0.8610 0.0443  -0.489
C4 2.0307 -0.5645 0.9613  0.010
C5 -1.8047 1.1730 -0.5068  0.046
N1 -2.7287 1.7982 -0.8098  -0.346
H1 -0.0261 -0.6626 -1.6849  0.374
H2 -0.6391 -1.5647 -0.3086  0.273
H3 2.5887 -0.2510 1.8148  0.368

The total charge is 0. The HOMO-LUMO gap comes out at 10.17 eV. For the LUMO energy, the calculation gives -0.472 eV.

***

#2
DFT (ωB97M-V with the def2-TZVPD basis set) results for a 2-piece molecular cluster, C5H3NO overall.

Each line ends with the Mulliken charge.
Element x y z (Å)
C1 0.7560 1.1457 -1.4272  -0.018
C2 0.4028 1.6035 1.1519  0.242
C3 -0.5185 0.9577 -1.3132  -0.721
C4 0.3692 1.2740 -0.0157  -0.242
C5 -0.4482 -2.2395 0.1513  0.534
N1 -1.2784 -2.4438 0.9972  -0.450
O1 0.4896 -2.4166 -0.4809  -0.362
H1 1.8335 1.0036 -1.6266  0.346
H2 0.3564 1.6595 2.2398  0.389
H3 -2.0228 -1.8509 1.3246  0.281

The total charge is 0. The HOMO-LUMO gap comes out at 9.38 eV. For the LUMO energy, the calculation gives -0.292 eV.

***

#3
DFT (ωB97M-V with the def2-TZVPD basis set) results for a 2-piece molecular cluster, C5H3NO overall.

Each line ends with the Mulliken charge.
Element x y z (Å)
N1 2.8929 -0.7511 0.0399  -0.381
C1 1.9299 -0.1047 -0.0314  0.410
C2 0.8704 0.8179 -0.1464  -0.753
C3 -0.2027 1.2351 0.4369  0.929
O1 -1.1738 1.7357 0.8383  -0.396
C4 -1.8346 -0.8955 -0.2621  -0.541
C5 -0.8420 -1.5435 -0.4683  -0.307
H1 1.0489 1.9650 0.3206  0.208
H2 -2.6985 -0.2940 -0.0759  0.393
H3 0.0094 -2.1648 -0.6516  0.438

The total charge is 0. The HOMO-LUMO gap comes out at 10.63 eV. For the LUMO energy, the calculation gives 0.328 eV.

***

#4
DFT (ωB97M-V with the def2-TZVPD basis set) results for one molecule with the formula C5H3NO.

Each line ends with the Mulliken charge.
Element x y z (Å)
C1 -2.3929 0.9852 0.8628  -0.781
C2 -1.2454 0.6120 0.5572  0.102
C3 -0.0014 0.1135 0.1279  0.484
C4 0.9704 -0.4808 0.8708  -0.168
O1 1.9966 -0.8053 0.0972  -0.177
N1 1.7151 -0.4679 -1.2156  -0.369
C5 0.5380 0.0846 -1.1944  -0.255
H1 -2.7036 0.2287 0.0807  0.258
H2 1.0455 -0.6964 1.9268  0.462
H3 0.0776 0.4265 -2.1135  0.445

The total charge is 0. The HOMO-LUMO gap comes out at 10.15 eV. For the LUMO energy, the calculation gives 0.154 eV.

***

Relative energies, unit kcal/mol: #1 0.0; #2 72.1; #3 43.7; #4 41.5

***

#1
DFT (ωB97M-V with the def2-TZVPD basis set) results for one molecule with the formula C5H3NO.

Each line ends with the Mulliken charge.
Element x y z (Å)
C1 1.7554 -0.4399 2.2930  -0.245
C2 0.8712 -0.5711 1.3908  -0.380
C3 -0.0331 -0.0786 0.3169  0.578
C4 -0.0171 -0.2212 -1.1816  -0.486
C5 -1.1740 0.4460 -1.5440  -0.045
H1 2.5276 -0.6638 3.0684  0.345
H2 0.6299 -0.6300 -1.8821  0.372
H3 -1.5589 0.6087 -2.5945  0.362
N1 -1.1506 0.5649 0.6870  -0.329
O1 -1.8504 0.9850 -0.5540  -0.171

The total charge is 0. The HOMO-LUMO gap comes out at 10.28 eV. For the LUMO energy, the calculation gives 0.329 eV.

***

#2
DFT (ωB97M-V with the def2-TZVPD basis set) results for one molecule with the formula C5H3NO.

Each line ends with the Mulliken charge.
Element x y z (Å)
N1 -1.1604 -2.1117 2.5199  -0.374
C1 -0.6263 -1.8346 1.5312  0.344
C2 0.3935 -0.1375 0.2758  0.267
C3 0.1992 -1.4209 0.4367  -0.408
O1 -0.7039 0.6746 -2.0533  -0.450
C4 -0.1641 1.4873 -1.3416  0.063
C5 0.4502 1.1315 -0.0258  -0.450
H1 0.7232 -2.1664 -0.1553  0.320
H2 -0.0098 2.5294 -1.6720  0.325
H3 0.9959 1.8621 0.5669  0.362

The total charge is 0. The HOMO-LUMO gap comes out at 9.86 eV. For the LUMO energy, the calculation gives -0.525 eV.

***

Relative energies, unit kcal/mol: #1 40.1; #2 0.0

***

#1
DFT (ωB97M-V with the def2-TZVPD basis set) results for one molecule with the formula C5H3NO.

Each line ends with the Mulliken charge.
Element x y z (Å)
C1 1.3404 0.7843 0.1221  -0.432
C2 1.2265 -0.5042 -0.2897  0.106
C3 0.3098 -1.2398 -0.5423  -0.029
C4 0.0344 1.1543 0.3173  -0.091
O1 -1.0706 0.8478 -0.4158  -0.184
N1 -1.7052 -0.4039 -0.1589  -0.438
C5 -1.0059 -1.4450 -0.3026  -0.061
H1 2.2121 1.2491 0.5420  0.384
H2 -0.1201 2.0084 0.9440  0.343
H3 -1.4023 -2.4239 -0.1596  0.401

The total charge is 0. The HOMO-LUMO gap comes out at 8.71 eV. For the LUMO energy, the calculation gives -0.166 eV.

***

#2
DFT (ωB97M-V with the def2-TZVPD basis set) results for one molecule with the formula C5H3NO.

Each line ends with the Mulliken charge.
Element x y z (Å)
O1 1.2923 -1.5349 -1.1731  -0.439
C1 0.6180 -0.7136 -0.6389  0.269
C2 -0.0961 0.5439 -1.1694  -0.196
C3 -0.7076 1.0534 0.0690  -0.341
C4 -0.9650 1.0211 1.2822  -0.411
C5 0.2879 -0.7488 0.8701  0.447
N1 0.2247 -1.0669 2.0155  -0.399
H1 -0.8062 0.2480 -1.9532  0.278
H2 0.6433 1.2074 -1.6368  0.282
H3 -0.4679 -0.0972 2.2911  0.511

The total charge is 0. The HOMO-LUMO gap comes out at 8.90 eV. For the LUMO energy, the calculation gives -1.106 eV.

***

Relative energies, unit kcal/mol: #1 6.3; #2 0.0

***

#1
DFT (ωB97M-V with the def2-TZVPD basis set) results for C5H3NO as an isolated structure.

Each line ends with the Mulliken charge.
Element x y z (Å)
C1 2.7622 0.8870 0.4437  -0.286
C2 1.5799 0.4636 0.1670  -0.079
C3 0.1727 0.1614 0.2886  0.444
C4 -0.9130 0.9253 0.0041  -0.355
O1 -1.9590 0.1274 -0.2218  -0.164
N1 -1.5797 -1.1913 -0.1458  -0.355
C5 -0.3138 -1.1809 0.1452  -0.341
H1 1.0302 -0.0977 -0.8266  0.262
H2 -1.0615 1.9930 -0.0669  0.434
H3 0.2821 -2.0880 0.2124  0.440

The total charge is 0. The HOMO-LUMO gap comes out at 8.78 eV. For the LUMO energy, the calculation gives -0.975 eV.

***

#2
DFT (ωB97M-V with the def2-TZVPD basis set) results for one molecule with the formula C5H3NO.

Each line ends with the Mulliken charge.
Element x y z (Å)
O1 -0.7222 1.0199 1.3710  -0.438
C1 -0.8643 0.5965 0.2550  0.501
C2 -0.0230 -0.4913 -0.3958  -0.608
C3 1.2606 -0.6645 0.2757  -0.469
C4 2.3147 -0.7370 0.8489  0.192
C5 -1.9461 1.1297 -0.6127  0.127
N1 -2.7546 1.6031 -1.2933  -0.324
H1 0.1098 -0.2617 -1.4602  0.346
H2 -0.6217 -1.4132 -0.3578  0.277
H3 3.2466 -0.7816 1.3691  0.395

The total charge is 0. The HOMO-LUMO gap comes out at 10.25 eV. For the LUMO energy, the calculation gives -0.519 eV.

***

#3
DFT (ωB97M-V with the def2-TZVPD basis set) results for one molecule with the formula C5H3NO.

Each line ends with the Mulliken charge.
Element x y z (Å)
O1 0.5089 0.9336 -2.1062  -0.486
C1 0.6422 0.4894 -0.9753  0.545
C2 -0.5844 0.6681 -0.1673  -0.709
C3 -0.9252 -0.2778 0.9135  -0.548
C4 -1.2024 -1.0375 1.8126  0.320
C5 1.8749 -0.1780 -0.6017  0.153
N1 2.8753 -0.6964 -0.3466  -0.306
H1 -0.9682 0.8912 -1.2907  0.326
H2 -0.6568 1.7030 0.1716  0.306
H3 -1.4727 -1.7295 2.5910  0.400

The total charge is 0. The HOMO-LUMO gap comes out at 9.65 eV. For the LUMO energy, the calculation gives -0.872 eV.

***

Relative energies, unit kcal/mol: #1 116.6; #2 0.0; #3 33.9

***

#1
DFT (ωB97M-V with the def2-TZVPD basis set) results for one molecule with the formula C5H6N2.

Each line ends with the Mulliken charge.
Element x y z (Å)
C1 1.7280 1.2892 0.0081  0.573
C2 -0.5046 -1.1998 -0.7356  -0.171
C3 0.7293 -1.5101 -0.5879  -0.395
C4 -1.1324 0.0588 -0.1836  -0.588
C5 -0.3079 0.5569 1.0178  -0.496
N1 2.4371 1.9607 -0.6188  -0.504
N2 1.0895 0.5206 0.8090  -0.547
H1 -1.2059 -1.8200 -1.2906  0.363
H2 1.6409 -2.0351 -0.6754  0.398
H3 -1.1392 0.8062 -0.9828  0.294
H4 -2.1640 -0.1224 0.1220  0.394
H5 -0.6516 1.5785 1.2348  0.344
H6 -0.5192 -0.0834 1.8831  0.336

The total charge is 0. The HOMO-LUMO gap (spin up / spin down) comes out at 7.07 / 8.70 eV. For the LUMO energy (spin up / spin down), the calculation gives -1.543 / -0.602 eV.

***

#2
DFT (ωB97M-V with the def2-TZVPD basis set) results for one molecule with the formula C5H6N2.

Each line ends with the Mulliken charge.
Element x y z (Å)
N1 2.2945 -1.3785 1.2604  -0.423
C1 1.5615 -0.5380 0.9535  0.149
C2 0.6237 0.5181 0.5463  0.117
C3 0.2953 0.6469 -0.9640  -0.631
C4 -1.1410 0.1879 -0.6211  0.053
C5 -1.2895 -1.1767 -0.1078  -0.738
N2 -0.8289 0.2597 0.8354  -0.352
H1 0.9423 1.4621 1.0070  0.359
H2 0.8480 0.0030 -1.6529  0.295
H3 0.3675 1.6862 -1.2978  0.285
H4 -2.0022 0.7367 -1.0055  0.284
H5 -0.3518 -1.7458 -0.2073  0.198
H6 -1.3195 -0.6617 1.2537  0.405

The total charge is 0. The HOMO-LUMO gap comes out at 9.90 eV. For the LUMO energy, the calculation gives 0.804 eV.

***

#3
DFT (ωB97M-V with the def2-TZVPD basis set) results for one molecule with the formula C5H6N2.

Each line ends with the Mulliken charge.
Element x y z (Å)
C1 -1.6263 -1.2415 -0.1618  -0.711
C2 -1.7254 0.8358 0.5330  -0.004
C3 -0.4415 -0.6228 -0.4817  -0.004
C4 0.7258 0.3328 -0.7952  0.402
C5 2.0237 0.1042 0.2226  -1.118
N1 -2.3793 -0.2974 0.5313  -0.553
N2 -0.5092 0.7130 -0.0970  -0.096
H1 -1.9541 -2.2301 -0.3513  0.410
H2 -1.9570 1.8568 0.9842  0.291
H3 0.8802 0.6696 -1.7431  0.427
H4 1.9562 -0.9620 0.5229  0.324
H5 1.9846 0.6716 1.1246  0.330
H6 3.0223 0.1700 -0.2884  0.301

The total charge is 0. The HOMO-LUMO gap comes out at 9.76 eV. For the LUMO energy, the calculation gives 0.886 eV.

***

Relative energies, unit kcal/mol: #1 16.9; #2 30.8; #3 0.0